Entry 1:
Molecular formula: C5H18N6
Method: DFT, ωB97M-V/def2-TZVPD

As for the HOMO energy (spin up / spin down): -20.3 / -20.3 eV. For the largest force on an atom, the calculation gives 0.1196 Eh/bohr. As for the gap between HOMO and LUMO (spin up / spin down): 0.2952 / 0.1291 Eh. The LUMO energy (spin up / spin down) comes out at -12.299 / -16.781 eV. For the energy above the lowest of the compared OMol25 structures with the same formula, charge and spin, the calculation gives 204.5 kJ/mol.

Geometry as ORCA input:
```
! RIJCOSX wB97M-V def2-TZVPD def2/J DEFGRID3
* xyz 3 2
N 1.936 -0.038 1.361
C -0.166 -0.266 -2.094
H 0.367 2.038 3.345
H 2.377 2.376 0.736
H 0.366 0.194 3.510
H 0.420 -2.261 -2.129
C 0.973 -1.262 -1.997
H 0.203 0.666 -1.635
N -2.256 1.247 -1.144
C -2.441 -0.042 -1.177
N 1.560 2.184 1.149
H 0.331 -1.429 1.377
H -0.174 0.078 -3.056
H 1.934 -1.888 0.631
H -1.567 -1.674 -2.057
H -1.409 1.797 -1.292
H 1.246 3.192 1.426
H 2.893 -0.009 1.405
H -3.536 -1.660 -0.646
H 1.714 -1.145 -2.747
H 1.744 -1.947 2.467
C 1.402 -1.414 1.460
H -3.023 1.900 -0.867
C 1.368 1.116 1.922
N -1.427 -0.860 -1.600
N -3.529 -0.646 -0.613
N 0.784 1.082 3.140
H -3.714 -0.244 0.362
H 1.627 -1.085 -1.234
*
```

Entry 2:
Molecular formula: C4H7Cl2NSi
Method: DFT, ωB97M-V/def2-TZVPD

As for the HOMO energy: -10.8 eV. As for the SMILES: C[Si](Cl)(Cl)CCC#N. For the largest force on an atom, the calculation gives 0.0547 Eh/bohr. As for the gap between HOMO and LUMO: 0.4141 Eh. The LUMO energy comes out at 0.460 eV. For the energy above the lowest of the compared OMol25 structures with the same formula, charge and spin, the calculation gives 52.4 kJ/mol.

Geometry as ORCA input:
```
! RIJCOSX wB97M-V def2-TZVPD def2/J DEFGRID3
* xyz 0 1
C 0.056 -1.892 0.218
Si 0.938 -0.354 0.600
Cl 2.931 -0.623 0.167
H -0.793 -1.920 0.952
H 0.376 2.026 1.071
H -1.500 2.296 -0.636
Cl 1.149 -0.406 2.763
H -0.579 -1.845 -0.707
H -1.742 0.777 0.265
C -1.081 1.306 -0.440
H 0.766 -2.762 0.249
C -1.063 0.505 -1.571
N -0.867 -0.273 -2.364
C 0.350 1.401 0.102
H 1.060 1.765 -0.669
*
```

Entry 3:
Molecular formula: C2H4NO4
Method: DFT, ωB97M-V/def2-TZVPD

As for the HOMO energy: -5.4 eV. For the largest force on an atom, the calculation gives 0.0576 Eh/bohr. As for the gap between HOMO and LUMO: 0.3510 Eh. The LUMO energy comes out at 4.166 eV. For the energy above the lowest of the compared OMol25 structures with the same formula, charge and spin, the calculation gives 33.0 kJ/mol.

Geometry as ORCA input:
```
! RIJCOSX wB97M-V def2-TZVPD def2/J DEFGRID3
* xyz -1 1
N -0.711 1.043 -0.532
H -0.766 0.510 0.348
C -0.088 -1.398 1.527
O 0.907 -1.326 0.739
O -0.888 -0.428 1.755
O 0.259 1.301 -2.607
H -1.519 1.530 -0.813
H 1.268 -0.279 -0.144
H -0.299 -2.355 2.015
O 1.472 0.433 -0.874
C 0.366 0.968 -1.412
*
```

Entry 4:
Molecular formula: C32H20Cl2GaN4O4P
Method: DFT, ωB97M-V/def2-TZVPD

As for the HOMO energy: -8.2 eV. For the largest force on an atom, the calculation gives 0.0066 Eh/bohr. As for the gap between HOMO and LUMO: 0.2630 Eh. The LUMO energy comes out at -1.020 eV. For the energy above the lowest of the compared OMol25 structures with the same formula, charge and spin, the calculation gives 0.0 kJ/mol.

Geometry as ORCA input:
```
! RIJCOSX wB97M-V def2-TZVPD def2/J DEFGRID3
* xyz 0 1
N -4.695 -2.117 -2.066
H 4.254 -0.999 -3.000
C -4.922 0.025 3.342
C -3.110 0.840 -1.937
H -3.896 6.045 0.728
C -3.495 -3.438 -0.217
P -1.655 1.530 0.414
N -4.584 -5.336 1.123
C -1.284 2.392 -2.174
C 1.002 -0.317 -2.374
C 2.867 -2.148 1.539
C 0.493 3.099 1.013
H -3.764 0.221 -1.344
C -1.787 6.110 1.113
H -3.963 3.598 0.376
C 3.315 -0.919 -2.470
C -4.135 -4.489 0.482
O 0.077 1.835 0.729
C -3.290 0.848 -3.313
C -1.850 3.361 0.724
C -2.221 -3.021 0.183
C -3.288 1.675 2.708
H -0.502 3.005 -1.742
C -1.467 2.396 -3.549
H -5.206 -1.580 1.936
O -1.647 -2.051 -0.465
H -0.712 -3.203 1.531
C -0.670 4.016 1.009
C -2.468 1.621 -4.121
H 0.335 5.867 1.430
H -4.396 1.726 4.538
C -4.220 1.188 3.615
Cl 2.677 -2.676 3.168
H -0.830 3.012 -4.171
C -3.718 -0.200 1.276
C 3.246 -1.343 -1.127
H -4.072 0.233 -3.737
C -4.148 -2.719 -1.248
C -3.030 0.991 1.522
O 1.644 3.373 1.199
H -5.652 -0.350 4.046
H -1.782 7.181 1.266
C 1.786 -1.623 0.870
C 4.126 -2.276 0.917
C -2.987 5.463 0.809
H 4.946 -2.693 1.485
O 0.577 -1.494 1.389
C -3.027 4.093 0.612
N 0.917 -0.702 -1.119
C -0.611 5.390 1.211
C 2.202 -0.417 -3.089
H -2.760 2.590 2.941
H -3.515 -0.781 0.388
C 4.317 -1.887 -0.375
H -2.609 1.625 -5.194
C -2.103 1.609 -1.358
Cl 5.877 -2.063 -1.111
C -4.672 -0.666 2.163
H 0.105 0.084 -2.828
C 2.003 -1.218 -0.482
N -1.583 -3.598 1.209
H 2.232 -0.093 -4.119
Ga -0.619 -0.619 0.204
H -2.074 -4.265 1.781
*
```

Entry 5:
Molecular formula: CH4O2P2
Method: DFT, ωB97M-V/def2-TZVPD

As for the HOMO energy: -9.0 eV. As for the SMILES: CPOP=O. For the largest force on an atom, the calculation gives 0.1007 Eh/bohr. As for the gap between HOMO and LUMO: 0.3195 Eh. The LUMO energy comes out at -0.297 eV. For the energy above the lowest of the compared OMol25 structures with the same formula, charge and spin, the calculation gives 69.6 kJ/mol.

Geometry as ORCA input:
```
! RIJCOSX wB97M-V def2-TZVPD def2/J DEFGRID3
* xyz 0 1
H -0.213 -1.892 0.288
O -0.929 -0.203 -1.309
H 0.323 0.814 0.929
P 0.475 -0.883 -0.841
P -2.280 0.321 -0.553
H 1.379 1.215 -0.382
O -1.976 0.410 0.828
H 2.014 -0.097 0.805
C 1.208 0.314 0.234
*
```

Entry 6:
Molecular formula: C3H3AuO2
Method: DFT, ωB97M-V/def2-TZVPD

As for the HOMO energy (spin up / spin down): -20.9 / -20.7 eV. For the largest force on an atom, the calculation gives 0.3591 Eh/bohr. As for the gap between HOMO and LUMO (spin up / spin down): 0.3090 / 0.2354 Eh. The LUMO energy (spin up / spin down) comes out at -12.474 / -14.335 eV. For the energy above the lowest of the compared OMol25 structures with the same formula, charge and spin, the calculation gives 500.0 kJ/mol.

Geometry as ORCA input:
```
! RIJCOSX wB97M-V def2-TZVPD def2/J DEFGRID3
* xyz 2 3
O -0.906 0.532 1.459
C 1.359 -0.176 -1.328
H -0.431 -0.627 -1.183
H 1.539 -1.231 -1.031
C 0.117 0.238 -0.705
H -0.343 1.183 -1.022
C 0.077 0.017 0.812
O 1.072 -0.481 1.319
Au -2.484 0.546 1.679
*
```

Entry 7:
Molecular formula: C5H12N2
Method: DFT, ωB97M-V/def2-TZVPD

As for the HOMO energy: -7.3 eV. For the largest force on an atom, the calculation gives 0.0795 Eh/bohr. As for the gap between HOMO and LUMO: 0.1945 Eh. The LUMO energy comes out at -1.998 eV. For the energy above the lowest of the compared OMol25 structures with the same formula, charge and spin, the calculation gives 594.5 kJ/mol.

Geometry as ORCA input:
```
! RIJCOSX wB97M-V def2-TZVPD def2/J DEFGRID3
* xyz 0 1
C 1.220 2.144 0.465
C -1.310 -0.692 -0.470
N 1.942 1.031 -0.168
N -0.245 2.186 0.311
C 1.296 -0.228 0.015
H -2.090 -0.554 -1.209
H -1.452 -2.860 -0.022
H 0.293 -1.830 -0.836
H 1.608 3.070 0.026
H 2.036 -1.021 -0.101
C 0.075 -0.750 -0.959
H -0.709 1.241 0.311
C -1.583 -1.868 0.438
H 1.462 2.171 1.536
H 0.991 -0.355 1.068
H -0.442 2.515 -0.624
H -2.603 -1.862 0.894
H -0.906 -1.869 1.321
H 0.418 -0.469 -1.995
*
```